DFT (the ωB97M-V functional and the def2-TZVPD basis) results for a molecular structure, C51H71N7O5S3Ti.

Structure (XYZ):
```
138
Properties=species:S:1:pos:R:3:forces:R:3:lowdin_charge:R:1
Ti -0.024 -0.250 0.094 1.4 -1.3 -0.3 1.06
C 6.876 -2.626 -1.577 0.0 0.0 0.0 -0.05
C 6.398 -1.174 -1.709 0.0 0.0 0.0 -0.56
C 7.477 -0.236 -1.150 0.0 0.0 0.0 -0.05
C 6.221 -0.856 -3.193 0.0 0.0 -0.1 -0.07
C 5.094 -0.993 -0.925 -0.1 0.0 -0.2 -0.17
C 3.887 -0.672 -1.552 0.2 -0.1 -0.1 0.04
C 2.745 -0.509 -0.788 -0.7 0.2 -0.8 -0.18
N 1.448 -0.281 -1.237 -0.2 0.3 0.2 0.00
C 1.012 0.118 -2.505 0.3 -0.2 0.5 -0.19
C 1.714 0.738 -3.520 0.4 0.1 -0.1 0.03
C 1.061 1.175 -4.678 0.2 0.0 0.1 -0.17
C -0.305 0.985 -4.768 -0.2 -0.1 0.1 0.02
C -1.059 0.387 -3.739 -0.4 0.1 -0.4 -0.09
C -0.375 -0.045 -2.626 -0.2 -0.5 0.7 -0.25
O -0.956 -0.595 -1.502 0.1 0.4 -0.6 -0.29
C -2.587 0.299 -3.813 0.1 0.0 0.0 -0.53
C -3.186 1.233 -2.751 0.0 0.0 0.0 -0.04
C -3.130 0.737 -5.175 0.0 0.0 -0.1 -0.07
C -3.054 -1.145 -3.570 0.0 -0.1 0.0 -0.04
C 1.868 1.893 -5.764 0.0 0.0 0.1 -0.56
C 2.410 3.216 -5.206 0.0 0.0 0.1 -0.05
C 3.048 1.014 -6.199 0.0 -0.1 0.0 -0.05
C 1.023 2.207 -6.998 0.0 0.0 -0.1 -0.07
C 2.772 -0.670 0.599 -0.9 0.1 0.4 -0.21
O 1.542 -0.456 1.162 0.7 -0.3 -0.3 -0.23
C 3.938 -1.030 1.245 0.5 -0.1 0.3 -0.09
C 5.088 -1.168 0.447 -0.1 0.0 0.2 -0.01
C 4.089 -1.284 2.751 0.0 0.1 0.0 -0.53
C 4.628 -2.705 2.980 0.0 0.0 0.0 -0.05
C 2.778 -1.161 3.528 0.0 0.0 0.0 -0.09
C 5.079 -0.268 3.341 0.0 0.0 0.0 -0.04
H 7.801 -2.779 -2.142 0.0 0.0 0.0 0.08
H 6.121 -3.316 -1.963 0.0 0.0 0.0 0.09
H 7.068 -2.888 -0.535 0.0 0.0 0.0 0.08
H 8.399 -0.326 -1.732 0.0 0.0 0.0 0.08
H 7.715 -0.469 -0.110 0.0 0.0 0.0 0.07
H 7.142 0.803 -1.193 0.0 0.0 0.0 0.09
H 7.184 -0.939 -3.702 0.0 0.0 0.0 0.08
H 5.848 0.160 -3.344 0.0 0.0 0.0 0.08
H 5.529 -1.550 -3.678 0.0 0.0 0.0 0.09
H 3.819 -0.593 -2.626 0.0 0.0 0.0 0.09
H 2.768 0.941 -3.382 0.0 0.0 0.0 0.10
H -0.822 1.319 -5.652 0.0 0.0 0.0 0.08
H -2.913 2.270 -2.965 0.0 0.0 0.0 0.09
H -2.824 0.987 -1.754 0.0 0.0 0.0 0.03
H -4.279 1.158 -2.749 0.0 0.0 0.0 0.09
H -2.902 1.783 -5.390 0.0 0.0 0.0 0.08
H -4.218 0.630 -5.174 0.0 0.0 0.0 0.08
H -2.733 0.124 -5.989 0.0 0.0 0.0 0.09
H -2.779 -1.495 -2.576 0.0 0.0 0.0 0.05
H -2.611 -1.818 -4.310 0.0 0.0 0.0 0.09
H -4.143 -1.203 -3.669 0.0 0.0 0.0 0.08
H 3.039 3.052 -4.328 0.0 0.0 0.0 0.08
H 1.586 3.871 -4.908 0.0 0.0 0.0 0.08
H 3.007 3.736 -5.960 0.0 0.0 0.0 0.08
H 3.753 0.851 -5.380 0.0 0.0 0.0 0.07
H 3.593 1.487 -7.020 0.0 0.0 0.0 0.08
H 2.697 0.036 -6.537 0.0 0.0 0.0 0.09
H 0.200 2.887 -6.763 0.0 0.0 0.0 0.08
H 0.601 1.301 -7.440 0.0 0.0 0.0 0.09
H 1.647 2.691 -7.752 0.0 0.0 0.0 0.08
H 6.018 -1.429 0.937 0.0 0.0 0.0 0.10
H 3.992 -3.442 2.482 0.0 0.0 0.0 0.09
H 4.645 -2.933 4.051 0.0 0.0 0.0 0.08
H 5.641 -2.826 2.596 0.0 0.0 0.0 0.08
H 2.049 -1.912 3.216 0.1 0.1 0.0 0.05
H 2.316 -0.180 3.401 0.1 -0.1 0.0 0.07
H 2.983 -1.320 4.592 0.0 0.0 0.0 0.09
H 6.046 -0.306 2.839 0.0 0.0 0.0 0.08
H 5.241 -0.469 4.405 0.0 0.0 0.0 0.08
H 4.689 0.748 3.241 0.0 0.0 0.0 0.09
N 0.831 -3.184 -1.603 0.0 -0.4 0.2 0.04
C 0.376 -4.096 -0.561 0.2 0.0 -0.4 -0.27
C -0.787 -3.519 0.201 -0.1 0.1 0.0 -0.24
N -0.395 -2.326 0.973 -0.4 0.2 0.1 -0.05
H 0.118 -2.992 -2.295 -0.1 0.0 0.0 0.08
H 1.656 -3.522 -2.076 0.1 0.0 0.0 0.08
H 1.210 -4.256 0.130 0.0 0.0 0.0 0.12
H 0.056 -5.090 -0.902 0.1 0.0 -0.2 0.11
H -1.180 -4.292 0.867 0.0 0.0 0.0 0.12
H -1.588 -3.220 -0.477 0.0 0.0 -0.1 0.10
H 0.439 -2.521 1.524 0.0 0.1 -0.1 0.08
H -1.149 -2.141 1.629 0.0 0.0 0.1 -0.01
O -0.297 4.825 2.426 0.0 -0.1 -0.1 0.05
C -0.107 4.979 1.102 0.0 0.0 0.1 -0.26
C 0.079 6.277 0.625 0.0 0.0 0.0 -0.02
C 0.271 6.499 -0.722 0.0 0.0 -0.1 -0.08
C 0.283 5.440 -1.631 0.0 0.0 0.1 -0.09
C 0.107 4.155 -1.165 0.0 0.0 0.0 -0.01
C -0.089 3.905 0.198 0.0 0.0 0.0 -0.06
C -0.242 2.509 0.634 0.0 0.1 -0.1 -0.37
O -0.141 1.590 -0.265 -0.5 1.2 0.1 -0.11
N -0.450 2.235 1.890 -0.2 -0.3 0.2 0.02
N -0.576 0.845 2.097 0.1 0.5 0.1 -0.12
C -0.485 0.557 3.337 0.1 -0.2 0.2 -0.89
S -0.597 -1.089 3.943 -0.2 0.0 -0.1 0.95
C -0.838 -0.593 5.669 0.0 0.0 -0.1 -0.49
C 0.075 0.591 5.906 0.0 0.0 0.1 -0.50
S -0.187 1.772 4.562 0.0 0.1 0.0 0.99
H -0.412 3.864 2.600 0.0 0.1 0.0 0.04
H 0.067 7.091 1.339 0.0 0.0 0.0 0.12
H 0.417 7.514 -1.075 0.0 0.0 0.0 0.10
H 0.434 5.621 -2.687 0.0 0.0 0.0 0.10
H 0.124 3.310 -1.842 0.0 0.0 0.0 0.12
H -0.587 -1.451 6.293 0.0 0.0 0.0 0.09
H -1.878 -0.320 5.833 -0.1 0.0 0.0 0.07
H 1.121 0.287 5.915 0.0 0.0 0.0 0.07
H -0.168 1.094 6.841 0.0 0.0 0.0 0.08
C -8.512 0.229 1.306 0.0 0.0 0.0 -0.10
C -7.029 -0.058 1.106 0.0 0.1 0.0 -0.24
C -6.507 -1.010 2.171 0.2 -0.1 0.0 -0.18
N -5.137 -1.490 1.885 -0.3 0.0 -0.3 0.01
C -4.093 -0.641 1.766 0.0 0.3 0.3 -0.81
S -3.088 -0.667 0.445 0.0 -0.2 -0.2 0.83
N -3.923 0.311 2.740 0.0 0.3 0.0 0.13
C -4.394 0.471 4.055 0.2 -0.3 0.1 -0.40
O -4.369 1.574 4.542 -0.1 0.1 0.0 0.12
C -4.775 -0.729 4.867 0.1 0.3 -0.2 -0.18
C -5.721 -0.540 5.867 -0.1 -0.1 0.2 -0.02
C -6.072 -1.598 6.692 0.0 0.0 -0.1 -0.06
C -5.455 -2.834 6.531 0.0 0.0 0.0 -0.07
C -4.487 -3.011 5.550 0.0 0.1 0.0 -0.06
C -4.151 -1.957 4.711 0.1 -0.2 0.0 -0.05
H -8.875 0.955 0.579 0.0 0.0 0.0 0.07
H -8.707 0.635 2.302 0.0 0.0 0.0 0.08
H -9.108 -0.680 1.197 0.0 0.0 0.0 0.07
H -6.457 0.874 1.144 0.0 0.0 0.0 0.11
H -6.850 -0.489 0.117 0.0 0.0 0.0 0.12
H -7.138 -1.896 2.239 0.0 0.0 0.0 0.13
H -6.536 -0.540 3.150 0.0 0.0 0.0 0.10
H -5.110 -2.140 1.110 -0.1 0.0 0.0 0.12
H -3.359 1.100 2.444 0.0 0.0 0.0 0.14
H -6.171 0.437 5.986 0.0 0.0 0.0 0.12
H -6.816 -1.456 7.464 0.0 0.0 0.0 0.11
H -5.724 -3.659 7.177 0.0 0.0 0.0 0.11
H -3.995 -3.968 5.436 0.0 0.0 0.0 0.11
H -3.389 -2.087 3.950 -0.1 0.0 0.1 0.09
```
Forces are in eV/Å.

Summary:
Max |F|   0.03830 hartree/bohr
Molecular weight   1006.24 g mol⁻¹
HOMO-LUMO gap   5.96 eV
E_HOMO   -6.389 eV
2S+1   1